[1]
Here is a structure of composition C16H21Cl3OTc at a distorted geometry from the Open Molecules 2025 dataset. Energies are from ωB97M-V with the def2-TZVPD basis set.

Geometry as XYZ:
```
42
Properties=species:S:1:pos:R:3:forces:R:3
C -0.855785 0.897527 -1.470454 0.98 -0.79 -0.99
C -1.050457 -0.525019 -1.761581 1.24 0.69 -0.79
C 0.289528 -1.099974 -1.882102 -0.68 1.76 -0.32
C -2.240836 -1.060504 -2.509914 -0.07 -0.37 -0.27
C 1.236979 -0.074144 -1.653678 -0.41 -0.07 -0.39
C 0.585743 1.147069 -1.415520 -1.05 -0.79 -0.72
C 1.199623 2.505820 -1.437247 -0.09 0.05 0.28
C -1.853477 1.964555 -1.763456 -0.09 0.12 0.31
C 0.626132 -2.428861 -2.412405 -0.15 -0.53 -0.03
C 2.710834 -0.263995 -1.819657 -0.01 0.03 -0.10
Tc -1.103308 -0.154382 0.450315 1.21 -0.93 3.85
Cl -2.133516 -2.669566 0.319093 -3.16 -0.51 -0.62
Cl -3.330825 0.166122 0.849234 -1.10 0.83 0.07
Cl 0.244255 -2.081780 0.801801 4.29 -0.29 0.01
H -3.098261 -0.363344 -2.414408 0.37 -0.51 -0.01
H -2.533011 -2.071728 -2.123281 0.14 0.90 -0.43
H -1.948242 -1.113669 -3.598377 -0.45 -0.09 0.73
H -0.137257 -3.171256 -2.165155 0.07 0.05 0.08
H 1.587174 -2.768885 -2.035639 0.09 -0.17 0.19
H 0.722504 -2.389638 -3.505945 -0.08 -0.01 -0.14
H 3.036148 -1.211697 -1.379559 0.07 0.11 0.05
H 3.263616 0.559964 -1.357351 0.07 -0.15 -0.03
H 2.972466 -0.289251 -2.895217 0.06 0.00 0.30
H 2.193074 2.503355 -0.986474 0.08 0.08 0.07
H 0.571893 3.219004 -0.892544 0.14 -0.08 -0.01
H 1.313968 2.878843 -2.469921 -0.05 -0.06 0.13
H -2.831647 1.686698 -1.384843 -0.18 0.08 0.05
H -1.945560 2.184773 -2.826184 0.07 -0.08 -0.39
H -1.555116 2.885056 -1.271992 -0.09 0.16 0.22
O -0.852572 1.736057 1.118942 -0.08 1.65 -0.45
H -0.189509 2.202430 1.663499 -0.33 -1.34 -0.38
C 0.926642 -0.265096 5.106926 0.19 -0.15 -0.12
C 1.766398 -0.296469 3.975743 -0.37 0.10 -0.42
C 1.203459 -0.222200 2.685271 0.88 0.16 0.99
C -0.182670 -0.143956 2.550191 -1.04 -0.41 -1.75
C -1.021345 -0.145984 3.646026 0.38 0.04 1.20
C -0.459897 -0.188962 4.950946 -0.05 -0.14 -0.53
H 1.383764 -0.371094 6.099407 -0.28 0.11 -0.28
H 2.849794 -0.449523 4.110698 -0.49 0.20 -0.10
H 1.842426 -0.324471 1.786031 -0.47 0.17 0.77
H -2.102337 -0.165552 3.480010 0.33 0.13 0.23
H -1.100795 -0.226271 5.838785 0.13 0.05 -0.27
```
Positions in Å, forces in eV/Å.

The value obtained for the HOMO energy (alpha / beta) is 0.0035 / -0.0055 hartree. Its multiplicity is 4. The LUMO energy (alpha / beta) is 0.1992 / 0.1988 Ha. The energy above the lowest of the compared OMol25 structures with the same formula, charge and spin is 144.8 kJ/mol. Its net charge is -2. The max |F| is 0.08359 Eh/bohr.


[2]
Here is a structure of composition C16H31F3O3P2SSr at a distorted geometry from the Open Molecules 2025 dataset. Energies are from ωB97M-V with the def2-TZVPD basis set.

Geometry as XYZ:
```
57
Properties=species:S:1:pos:R:3:forces:R:3
P 0.509918 0.272877 -2.313542 2.28 0.83 -2.57
P 1.057204 -1.348081 1.059096 2.39 0.72 -0.68
C 1.486216 -1.281490 -1.868655 -0.24 0.20 -0.20
C 1.091783 -2.136152 -0.647878 0.03 -1.09 0.11
H 2.537678 -0.945931 -1.866677 -0.49 -0.27 0.33
H 1.386180 -1.897160 -2.778234 0.02 0.01 0.47
H 0.147853 -2.658238 -0.871843 0.12 0.03 -0.06
H 1.890484 -2.883235 -0.544067 -0.46 -0.32 -0.23
C 2.936818 -1.124006 0.826684 0.40 0.32 0.62
H 3.427642 -0.739353 1.734205 -0.29 0.10 -0.26
H 3.208799 -0.476114 -0.029523 -0.37 -0.32 0.74
H 3.395002 -2.109274 0.643722 -0.30 0.13 0.07
C 1.258964 -2.659787 2.414093 0.26 -0.84 -0.28
H 2.328932 -2.791885 2.698954 -0.79 0.09 -0.30
H 0.900209 -3.661228 2.090932 0.17 0.27 0.29
H 0.711793 -2.327479 3.319569 0.28 -0.17 -0.53
C 1.642886 0.923486 -3.744999 0.32 -0.17 -0.42
H 1.132107 1.590507 -4.460962 -0.02 -0.49 0.36
H 2.045946 0.076959 -4.318675 -0.18 0.02 0.08
H 2.505892 1.483623 -3.362850 -0.33 -0.17 -0.06
C -0.548395 -0.634604 -3.640046 -0.06 -0.59 -0.16
H -1.226161 -1.350689 -3.140968 0.11 0.22 -0.17
H 0.102456 -1.211806 -4.317591 -0.22 0.17 0.17
H -1.160194 0.034038 -4.272229 0.26 -0.11 0.41
Sr -1.716731 -2.503517 1.761820 -1.15 0.81 -0.40
C 1.372740 1.228031 0.177622 -0.62 -0.29 3.17
C 1.757556 1.472264 -1.143282 -0.80 -0.11 -1.90
C 1.632452 3.026654 -1.336821 0.68 -0.71 0.35
C 0.233922 3.371505 -1.818871 -0.74 0.23 -0.68
C -0.433393 2.170810 -2.465752 -1.37 3.03 -0.31
C -1.104557 1.138517 -1.745704 -0.11 -1.31 1.17
C -1.236170 0.939384 -0.235495 -0.15 -0.01 0.51
C -0.034540 1.471764 0.626307 -1.41 -0.09 0.35
C -3.834138 -0.970056 1.210600 0.22 -0.64 -0.32
H 2.136828 1.377395 0.961021 -0.44 -0.20 -0.08
H 2.744514 1.078843 -1.409357 -0.02 0.29 0.21
H 2.413246 3.444443 -1.990772 -0.25 -0.28 0.08
H 1.789658 3.437135 -0.325091 0.12 0.25 -0.47
H -0.383243 3.801520 -0.999543 0.27 -0.43 -0.44
H 0.278760 4.151862 -2.590699 0.06 -0.05 0.23
H -0.735982 2.331607 -3.508572 -0.05 -0.26 0.49
H -1.998853 0.751042 -2.253741 0.56 -0.15 0.07
H -1.483454 -0.146398 -0.048157 0.58 0.86 -0.25
H -2.182992 1.397432 0.134378 0.68 0.09 -0.21
H -0.283266 2.536895 0.697326 0.47 0.28 0.13
H -0.184380 1.085230 1.650221 0.12 0.18 -0.39
H -4.501153 -1.306840 2.024364 0.02 0.09 -0.22
H -4.376878 -1.116750 0.259166 0.04 -0.01 0.24
H -3.721198 0.115797 1.329644 0.18 -0.19 0.07
F -2.284483 0.870268 5.623581 -0.24 -0.86 -0.27
C -2.943425 -0.193324 5.114932 -0.77 0.93 -0.25
F -3.822015 -0.624943 6.029098 0.49 0.02 -0.41
F -3.629790 0.239363 4.021479 0.64 -0.59 1.22
S -1.732395 -1.499117 4.574682 0.06 0.20 -1.42
O -0.779770 -1.787361 5.606130 -0.66 0.21 -0.03
O -2.544345 -2.651719 4.078188 0.72 0.88 0.79
O -1.182539 -0.782714 3.382782 -0.02 -0.70 1.20
```
Positions in Å, forces in eV/Å.

The value obtained for the HOMO energy (alpha / beta) is -0.2503 / -0.2419 hartree. The LUMO energy (alpha / beta) is -0.0268 / -0.0271 Ha. The energy above the lowest of the compared OMol25 structures with the same formula, charge and spin is 399.6 kJ/mol. Its net charge is 0. The max |F| is 0.06878 Eh/bohr.


[3]
Here is a cluster of 2 separate species, C9H16N2O2 in total at a distorted geometry from the Open Molecules 2025 dataset. Energies are from ωB97M-V with the def2-TZVPD basis set.

Geometry as XYZ:
```
29
Properties=species:S:1:pos:R:3:forces:R:3
O -0.848385 1.589833 -1.372469 0.55 -1.62 0.14
C 0.339458 1.256036 -1.359684 -2.62 1.50 -0.67
C 1.006210 -0.045511 -1.048083 3.13 0.96 -3.16
C 2.412300 0.081418 -1.241050 -2.49 -3.47 -0.77
N 3.066662 1.227729 -1.612414 -2.81 -2.95 0.98
C 2.437897 2.418095 -1.724519 1.96 1.78 0.71
O 3.130297 3.413521 -1.777299 -0.44 0.77 -0.58
N 1.099960 2.379338 -1.633841 0.37 1.67 0.32
H 0.394971 -1.019198 -1.039826 1.85 2.24 -0.07
H 3.027795 -0.906413 -1.321045 -0.97 2.12 0.53
H 4.004556 1.098491 -1.755561 2.61 0.62 -0.40
H 0.605854 3.329096 -1.534904 0.95 -2.28 -0.43
C -1.937795 -0.674829 -0.295511 -0.61 -0.11 -1.10
C -1.224947 -0.888176 1.035804 -0.51 0.38 0.40
C -0.346824 -2.136789 0.962000 0.36 -0.01 -0.02
C -2.249827 -1.021662 2.182703 -0.20 -0.25 0.42
C -0.343505 0.353263 1.281463 0.71 -0.63 0.63
H -1.200983 -0.611232 -1.141032 -1.45 -0.03 0.90
H -2.650667 -1.468406 -0.577619 0.30 -0.11 0.44
H -2.538517 0.259330 -0.303066 0.59 -0.51 0.04
H 0.270603 -2.260553 1.870827 -0.30 0.00 -0.36
H -0.919650 -3.045187 0.775161 -0.17 -0.01 0.20
H 0.328218 -2.033722 0.103400 -0.02 -0.52 0.70
H -1.732226 -1.196201 3.153148 -0.23 0.22 -0.54
H -2.913060 -1.905522 2.035834 0.34 0.60 -0.05
H -2.886598 -0.109696 2.296239 0.49 -0.67 -0.20
H -0.937791 1.239864 1.476997 -0.16 0.15 -0.20
H 0.289734 0.185216 2.184775 -0.23 0.09 -0.58
H 0.316260 0.491869 0.379569 -1.03 0.07 2.75
```
Positions in Å, forces in eV/Å.

The value obtained for the HOMO energy is -0.3326 hartree. The LUMO energy is 0.0056 Ha. The energy above the lowest of the compared OMol25 structures with the same formula, charge and spin is 290.3 kJ/mol. Its net charge is 0. The max |F| is 0.08856 Eh/bohr. As for the SMILES: O=c1cc[nH]c(=O)[nH]1.CC(C)(C)C.


[4]
Here is a structure of composition C22H36FeNOP2SSi at a distorted geometry from the Open Molecules 2025 dataset. Energies are from ωB97M-V with the def2-TZVPD basis set.

Geometry as XYZ:
```
65
Properties=species:S:1:pos:R:3:forces:R:3
Fe -0.039443 -0.028211 0.224156 1.32 1.03 -0.03
C 4.459932 4.725955 -1.655969 -0.11 0.02 0.20
Si 3.493186 4.306197 -0.095548 0.15 0.12 0.08
C 1.880148 5.265546 -0.033429 0.16 -0.15 -0.06
C 4.494007 4.735390 1.446816 -0.05 -0.01 -0.22
C 3.367346 2.399216 -0.082400 -0.06 0.08 -0.05
C 4.563243 1.697228 0.060907 -0.10 0.12 0.00
C 4.604376 0.309575 0.054828 0.03 -0.17 -0.05
C 3.412615 -0.368910 -0.088340 0.05 0.01 -0.04
N 2.247079 0.262397 -0.222763 -0.32 -0.04 0.31
C 2.212877 1.612620 -0.228400 0.04 -0.08 0.03
S 0.585643 2.223226 -0.398595 -0.44 -0.26 0.09
H 4.672054 5.796211 -1.707211 -0.01 0.00 0.01
H 3.899711 4.455201 -2.553003 -0.02 -0.02 0.02
H 5.415041 4.197616 -1.688035 -0.01 -0.01 0.01
H 2.113885 6.333083 0.006935 0.06 -0.02 0.00
H 1.291997 5.016303 0.850167 0.00 -0.02 0.00
H 1.258389 5.088523 -0.909976 0.00 -0.01 0.00
H 4.700974 5.807444 1.481244 -0.01 -0.01 -0.01
H 5.455009 4.217984 1.474689 -0.01 0.01 0.00
H 3.949821 4.475762 2.357349 -0.03 -0.02 -0.02
H 5.490614 2.247051 0.182057 0.01 -0.02 -0.01
H 5.534463 -0.232522 0.151548 0.00 0.02 0.01
H 3.378337 -1.452885 -0.115866 0.02 0.01 0.06
C -3.378674 0.889063 0.991240 0.19 -0.06 -0.12
P -2.403422 -0.146403 -0.166565 -1.14 -0.16 0.27
C -3.373582 0.036873 -1.708756 0.42 0.08 -0.01
C -2.814312 -1.866273 0.342534 0.14 0.08 -0.04
C -4.110748 -2.206393 0.723182 -0.03 -0.02 0.00
C -4.418620 -3.496965 1.118454 -0.02 0.01 0.01
C -3.430818 -4.471490 1.123308 0.00 -0.02 0.01
C -2.141030 -4.151938 0.733184 -0.01 -0.04 0.00
C -1.814206 -2.853868 0.346183 0.07 0.19 -0.02
P -0.104654 -2.412509 -0.171234 -0.22 -0.98 0.10
C 0.945582 -3.586176 0.771137 -0.05 0.24 -0.09
C -0.035943 -3.132679 -1.855822 0.10 0.36 0.07
H -4.450576 0.748146 0.864266 -0.03 -0.01 0.02
H -3.134719 1.933659 0.792792 -0.01 0.00 0.01
H -3.096960 0.658694 2.018735 0.00 0.01 0.00
H -4.404569 -0.267244 -1.536341 -0.02 -0.01 0.03
H -2.942352 -0.574724 -2.500364 -0.02 0.01 -0.01
H -3.345151 1.081070 -2.020913 -0.01 -0.01 -0.03
H -4.895177 -1.459698 0.713853 0.01 0.01 0.01
H -5.427533 -3.742845 1.422147 0.00 0.00 -0.01
H -3.666539 -5.481523 1.431430 0.00 0.00 -0.01
H -1.389461 -4.931075 0.733862 0.02 0.02 0.01
H 0.804925 -4.614032 0.441603 -0.02 -0.02 0.00
H 0.717600 -3.509282 1.833358 0.03 -0.03 0.01
H 1.990746 -3.314283 0.622283 -0.01 -0.02 0.00
H -0.386910 -4.163164 -1.836023 0.00 -0.02 0.03
H 0.990383 -3.100044 -2.222795 -0.01 0.00 -0.02
H -0.662448 -2.549314 -2.530150 0.00 -0.03 -0.02
C -0.623317 -0.256789 4.644375 0.10 0.08 -0.09
C 0.566356 0.706622 4.574115 -0.10 -0.13 -0.12
C 0.495303 1.206909 3.140283 0.12 0.24 0.16
O -0.063474 0.100250 2.384812 -0.11 -0.29 -0.59
C -0.567198 -0.918433 3.278326 -0.05 -0.11 0.20
H -1.556854 0.295196 4.763115 -0.01 -0.01 0.02
H -0.539142 -0.981686 5.450672 -0.03 0.00 0.02
H 1.499767 0.166796 4.739394 0.00 0.02 0.04
H 0.497619 1.519189 5.292902 0.03 0.02 0.01
H 1.464334 1.460644 2.713683 -0.03 -0.03 -0.06
H -0.172833 2.062845 3.036166 -0.01 -0.03 -0.06
H 0.129883 -1.760999 3.277393 0.01 0.03 -0.03
H -1.536381 -1.259127 2.910216 0.03 0.03 -0.03
```
Positions in Å, forces in eV/Å.

The value obtained for the HOMO energy (alpha / beta) is -0.3745 / -0.3778 hartree. Its multiplicity is 5. The LUMO energy (alpha / beta) is -0.0835 / -0.1104 Ha. Its net charge is +1. The max |F| is 0.03250 Eh/bohr.


[5]
Here is an isolated molecule of C4H9NO at a distorted geometry from the Open Molecules 2025 dataset. Energies are from ωB97M-V with the def2-TZVPD basis set.

Geometry as XYZ:
```
15
Properties=species:S:1:pos:R:3:forces:R:3
C 0.260436 1.197568 -0.641032 0.75 0.02 0.29
C -1.869444 0.500999 -0.247693 -0.99 -0.14 -0.32
C -0.561540 0.175381 0.368093 -0.09 0.45 -1.45
O -0.604730 0.755562 1.517537 0.35 0.23 0.96
N -0.074341 -1.168321 0.268956 -0.16 -0.12 0.02
C 1.325443 -1.365518 0.590017 0.22 -0.06 0.08
H 1.270388 1.146450 -0.230239 -0.02 0.11 -0.17
H 0.254673 0.827110 -1.670584 -0.11 -0.04 0.22
H -0.074248 2.236257 -0.594927 -0.10 -0.27 0.07
H -2.685377 0.784190 0.412530 0.19 -0.15 -0.02
H -1.967858 0.811032 -1.287256 0.12 -0.12 0.23
H -0.360227 -1.620345 -0.589258 0.01 0.07 0.06
H 2.030714 -1.078543 -0.208486 -0.16 -0.01 0.11
H 1.558527 -0.783173 1.485002 -0.01 -0.08 -0.08
H 1.497585 -2.418651 0.827342 -0.01 0.13 0.00
```
Positions in Å, forces in eV/Å.

The value obtained for the HOMO energy (alpha / beta) is -0.3279 / -0.3279 hartree. The LUMO energy (alpha / beta) is -0.0455 / -0.0177 Ha. The energy above the lowest of the compared OMol25 structures with the same formula, charge and spin is 502.5 kJ/mol. Its net charge is 0. The max |F| is 0.02967 Eh/bohr.


[6]
Here is a cluster of 2 separate species, C11H14NO2S in total at a distorted geometry from the Open Molecules 2025 dataset. Energies are from ωB97M-V with the def2-TZVPD basis set.

Geometry as XYZ:
```
29
Properties=species:S:1:pos:R:3:forces:R:3
C -2.991333 -2.638073 -0.230192 -0.21 0.97 -0.29
C -2.214629 -2.497630 0.911222 -0.86 -0.67 -1.12
C -2.642078 -1.766449 -1.245152 -2.41 -1.07 -2.55
C -1.203882 -1.571911 1.004569 0.48 0.32 1.41
C -1.645560 -0.873077 -1.199366 1.30 1.30 0.14
C -0.931226 -0.653652 -0.037770 -0.57 -1.37 1.68
C 1.076868 2.536085 0.882098 -1.60 -2.23 -2.82
C 1.380139 2.391632 -0.647982 -2.83 0.51 -0.07
C 0.659844 1.088401 1.268931 -1.99 0.34 2.81
C 0.108217 1.461945 -1.035731 1.15 -0.82 0.60
C 0.085080 0.342065 0.067089 4.54 0.61 -1.46
N 1.513136 -0.990229 -0.330850 -1.01 0.98 0.61
O 3.683584 -0.404491 1.210731 -0.60 -0.10 -1.04
O 3.558017 0.084708 -1.216474 1.05 1.37 -1.11
S 3.279734 -0.877120 -0.168640 -0.52 -0.39 1.33
H -3.880973 -3.284988 -0.265993 0.69 0.23 -0.08
H -2.512207 -3.222913 1.617397 0.47 -0.36 1.57
H -3.150152 -1.680706 -2.236849 -0.09 -0.85 0.95
H -0.640706 -1.598545 1.970013 -0.28 0.49 -1.04
H -1.417310 -0.351745 -2.112170 0.03 0.38 0.05
H 1.912596 2.748404 1.420484 2.25 1.17 1.63
H 0.244180 3.221806 1.016402 0.12 0.22 0.18
H 1.249425 3.338873 -1.185409 -0.16 0.16 0.22
H 2.383779 2.099237 -0.919887 -0.05 -1.13 0.20
H 1.478826 0.594959 1.762914 0.47 -0.38 -0.41
H -0.073066 1.172839 2.160388 0.44 -0.20 -1.32
H -0.861122 2.030678 -0.854416 1.12 -0.36 -0.47
H 0.118703 0.983252 -2.032876 0.10 0.65 0.39
H 1.432128 -1.683368 0.427529 -1.01 0.22 0.01
```
Positions in Å, forces in eV/Å.

The value obtained for the HOMO energy is -0.1202 hartree. The LUMO energy is 0.1186 Ha. The energy above the lowest of the compared OMol25 structures with the same formula, charge and spin is 0.0 kJ/mol. Its net charge is -1. The max |F| is 0.09346 Eh/bohr.


Calculated total energy for every record listed, in sequence, given in eV: -58745.0400; -61631.0139; -16666.2988; -98610.9070; -7827.1122; -28052.7583.